A structure of composition C50H54ClN2P3ScSi2. Source: the Open Molecules 2025 dataset; level of theory: the ωB97M-V functional and the def2-TZVPD basis.

Summary:
Charge: -1
Orbital gap (eV): 7.1
DFT total energy (Ha): -4871.57637
Strongest force on any atom (eV/A): 0.47
Energy above the lowest of the compared OMol25 structures with the same formula, charge and spin (kcal/mol): 0.00

Geometry as XYZ:
```
113
Properties=species:S:1:pos:R:3:mulliken_charge:R:1
Sc -1.08 0.94 -0.35 -2.086
C -0.57 -0.47 -4.65 -0.744
Si -0.32 1.17 -3.77 -0.026
C -1.93 2.14 -3.87 -1.076
C 0.93 2.15 -4.80 -1.143
N 0.15 0.92 -2.12 1.222
P 1.56 0.73 -1.34 2.793
C 1.27 0.33 0.23 -1.820
P 0.90 1.06 1.66 2.291
N -0.71 1.12 1.81 0.951
Si -1.82 1.34 3.11 -0.090
C -3.36 2.19 2.46 -0.780
C -2.34 -0.31 3.85 -0.709
C -1.17 2.36 4.56 -1.139
C 1.68 0.18 3.06 0.320
C 1.96 0.81 4.28 -0.451
C 2.53 0.09 5.32 -0.872
C 2.82 -1.26 5.17 -0.615
C 2.56 -1.88 3.96 -0.593
C 2.00 -1.16 2.91 -0.253
C 1.60 2.74 1.85 0.465
C 0.79 3.87 1.86 -0.597
C 1.36 5.14 1.93 -0.995
C 2.73 5.28 1.99 -0.642
C 3.55 4.16 1.96 -0.701
C 2.99 2.90 1.88 -0.426
C 2.57 2.23 -1.56 0.201
C 1.95 3.47 -1.56 -0.185
C 2.70 4.63 -1.58 -0.634
C 4.09 4.57 -1.63 -0.666
C 4.72 3.33 -1.62 -0.753
C 3.96 2.17 -1.58 -0.665
C 2.54 -0.58 -2.15 0.091
C 3.15 -0.40 -3.39 0.270
C 3.80 -1.45 -4.02 -0.877
C 3.86 -2.70 -3.41 -0.694
C 3.28 -2.88 -2.16 -0.452
C 2.63 -1.83 -1.53 -0.955
H -0.84 -0.32 -5.70 0.505
H -1.37 -1.05 -4.18 0.022
H 0.34 -1.07 -4.61 0.182
H -2.14 2.36 -4.92 0.431
H -1.88 3.07 -3.31 0.268
H -2.77 1.56 -3.47 0.223
H 0.37 2.76 -5.51 0.477
H 1.57 1.49 -5.38 0.308
H 1.57 2.83 -4.22 0.244
H -3.83 1.60 1.67 0.064
H -3.12 3.16 2.04 0.229
H -4.10 2.32 3.26 0.382
H -2.77 -0.97 3.09 0.035
H -3.10 -0.17 4.63 0.525
H -1.49 -0.83 4.31 0.174
H -0.67 3.28 4.25 0.304
H -0.48 1.80 5.19 0.289
H -2.02 2.64 5.19 0.449
H 1.76 1.86 4.40 0.629
H 2.75 0.60 6.26 0.424
H 3.26 -1.81 5.99 0.381
H 2.80 -2.93 3.82 0.484
H 1.82 -1.64 1.95 0.167
H -0.28 3.76 1.78 0.409
H 0.72 6.01 1.93 0.394
H 3.18 6.27 2.04 0.382
H 4.63 4.27 1.97 0.392
H 3.62 2.02 1.84 0.402
H 0.86 3.53 -1.51 0.117
H 2.20 5.60 -1.57 0.423
H 4.68 5.48 -1.65 0.376
H 5.80 3.27 -1.65 0.372
H 4.46 1.20 -1.57 0.454
H 3.13 0.57 -3.86 0.464
H 4.27 -1.29 -4.98 0.415
H 4.36 -3.52 -3.90 0.393
H 3.33 -3.85 -1.67 0.429
H 2.17 -1.94 -0.56 0.361
C -0.42 -5.12 2.95 -0.988
C -0.26 -3.76 3.18 -1.047
C -0.66 -2.85 2.21 0.462
C -1.22 -3.29 1.01 -0.641
C -1.37 -4.66 0.79 -0.784
C -0.96 -5.57 1.75 -0.713
P -1.74 -1.98 -0.15 2.846
C -1.73 -2.88 -1.74 0.085
C -2.88 -3.18 -2.46 -0.568
C -2.79 -3.85 -3.67 -0.603
C -1.56 -4.23 -4.17 -0.693
C -0.40 -3.92 -3.46 -0.412
C -0.49 -3.24 -2.26 0.113
C -3.47 -1.71 0.25 0.038
C -4.22 -2.46 1.14 -0.906
C -5.48 -2.04 1.53 -0.670
C -5.98 -0.84 1.03 -0.730
C -5.25 -0.10 0.12 -0.276
C -3.98 -0.51 -0.31 0.931
H -0.10 -5.84 3.70 0.365
H 0.17 -3.40 4.10 0.584
H -0.52 -1.79 2.37 0.469
H -1.79 -5.01 -0.14 0.458
H -1.08 -6.63 1.58 0.418
H -3.85 -2.89 -2.06 0.368
H -3.70 -4.08 -4.22 0.366
H -1.49 -4.75 -5.12 0.337
H 0.57 -4.19 -3.86 0.438
H 0.42 -2.97 -1.73 -0.122
H -3.81 -3.37 1.56 0.397
H -6.06 -2.62 2.24 0.391
H -6.96 -0.49 1.34 0.362
H -5.66 0.83 -0.27 0.429
Cl -1.71 3.28 -0.50 -0.410
C -3.15 0.26 -1.23 -2.235
H -2.85 -0.34 -2.10 0.447
H -3.64 1.17 -1.58 0.551
```

An isolated molecule of C31H52O3. Source: the Open Molecules 2025 dataset; level of theory: the ωB97M-V functional and the def2-TZVPD basis.

Summary:
SMILES: CC(=O)Oc1c(C)c(C)c2c(c1C)CC[C@@](C)(CCC[C@H](C)CCC[C@H](C)CCCC(C)C)O2
Orbital gap (eV): 8.8
DFT total energy (Ha): -1438.21428
Strongest force on any atom (eV/A): 0.76
Energy above the lowest of the compared OMol25 structures with the same formula, charge and spin (kcal/mol): 1.82

Geometry as XYZ:
```
86
Properties=species:S:1:pos:R:3:mulliken_charge:R:1
C 2.36 -5.46 -0.21 -1.336
C 1.09 -4.64 -0.26 0.735
O 0.01 -5.02 0.11 -0.542
O 1.33 -3.43 -0.78 -0.503
C 0.26 -2.54 -0.91 -0.212
C -0.28 -1.94 0.22 1.044
C -1.35 -1.06 0.06 0.871
C -1.82 -0.75 -1.21 0.433
C -1.26 -1.36 -2.35 1.391
C -0.22 -2.28 -2.19 1.277
C 0.36 -2.96 -3.39 -2.168
H 0.77 -2.23 -4.09 0.298
H -0.41 -3.53 -3.91 0.465
H 1.15 -3.65 -3.10 0.419
C -1.79 -1.04 -3.71 -1.910
H -2.57 -0.29 -3.64 0.383
H -2.19 -1.93 -4.19 0.345
H -0.99 -0.65 -4.35 0.313
O -2.84 0.11 -1.46 -0.667
C -3.33 0.93 -0.39 1.197
C -4.74 1.33 -0.84 -2.287
H -5.25 1.88 -0.06 0.386
H -4.68 1.95 -1.74 0.396
H -5.31 0.44 -1.08 0.514
C -3.39 0.11 0.90 -1.491
C -2.03 -0.46 1.27 -0.754
H -2.16 -1.23 2.03 0.792
H -1.40 0.33 1.70 -0.366
H -3.78 0.73 1.71 0.424
H -4.09 -0.71 0.74 0.529
C -2.41 2.16 -0.28 -0.028
C -2.99 3.34 0.50 -0.702
H -3.74 3.84 -0.12 0.416
H -3.50 2.99 1.40 0.237
C -1.90 4.34 0.89 -1.383
H -2.31 5.35 0.93 0.575
H -1.13 4.33 0.12 0.447
C -1.27 4.02 2.26 1.937
C -2.09 4.66 3.38 -1.858
H -2.03 5.74 3.32 0.399
H -1.71 4.35 4.35 0.451
H -3.13 4.37 3.31 0.375
C 0.19 4.50 2.31 -1.484
C 1.17 3.45 1.75 0.171
C 1.51 2.40 2.81 -1.603
H 0.59 2.07 3.29 0.394
H 2.12 2.87 3.59 0.315
C 2.25 1.17 2.27 2.843
C 2.47 0.18 3.42 -2.165
H 1.53 -0.06 3.92 0.439
H 3.14 0.62 4.16 0.455
H 2.91 -0.74 3.05 0.463
C 3.59 1.52 1.61 -1.381
C 3.53 1.53 0.08 -0.487
H 2.67 2.12 -0.25 0.099
C 3.45 0.12 -0.51 0.096
H 2.56 -0.39 -0.14 -0.621
H 4.32 -0.44 -0.16 0.452
C 3.42 0.10 -2.04 0.704
C 2.09 0.61 -2.58 -1.545
H 1.92 1.64 -2.30 0.452
H 2.08 0.55 -3.67 0.482
H 1.27 0.01 -2.20 0.178
C 3.67 -1.33 -2.53 -1.471
H 2.93 -2.00 -2.12 0.034
H 3.63 -1.38 -3.62 0.448
H 4.66 -1.67 -2.22 0.473
H 4.23 0.74 -2.42 0.443
H 4.43 2.02 -0.31 0.391
H 4.35 0.80 1.91 0.524
H 3.92 2.50 1.96 0.357
H 1.60 0.69 1.53 -0.931
H 0.72 2.97 0.89 -0.179
H 2.08 3.95 1.42 0.537
H 0.28 5.43 1.75 0.355
H 0.47 4.71 3.35 0.408
H -1.28 2.94 2.40 -0.577
H -1.47 1.85 0.18 -0.439
H -2.18 2.49 -1.30 0.523
C 0.27 -2.25 1.58 -2.248
H 1.31 -2.57 1.50 0.319
H -0.30 -3.07 2.03 0.456
H 0.22 -1.39 2.23 0.494
H 2.36 -6.14 -1.07 0.328
H 2.38 -6.06 0.69 0.380
H 3.23 -4.81 -0.27 0.274
```

An isolated molecule of C4H6N2 in a non-equilibrium geometry. Source: the Open Molecules 2025 dataset; level of theory: the ωB97M-V functional and the def2-TZVPD basis.

Summary:
Orbital gap (eV): 8.7
DFT total energy (Ha): -265.37599
Strongest force on any atom (eV/A): 1.11
Energy above the lowest of the compared OMol25 structures with the same formula, charge and spin (kcal/mol): 100.14

Geometry as XYZ:
```
12
Properties=species:S:1:pos:R:3:mulliken_charge:R:1
C 1.74 -0.77 -0.43 -0.836
C 0.53 -0.01 -0.80 -0.138
C -0.62 -0.41 0.05 -0.565
N -1.73 0.55 0.14 -0.295
C -1.38 1.76 0.63 0.369
N -1.09 2.78 1.10 -0.432
H 2.40 -0.97 -1.28 0.318
H 1.64 -1.65 0.22 0.307
H 2.26 0.02 0.15 0.287
H -0.99 -1.30 -0.49 0.372
H -0.37 -0.75 1.07 0.308
H -2.28 0.63 -0.70 0.304
```